Run P
20
Properties=species:S:1:pos:R:3 method="wB97M-V/def2-TZVPD" orbital_gap_ev=9.57 e_lumo_ha=0.0234 homo_energy_ev=-8.94 smiles=CNCCS.O.O
C 1.4547 -0.3490 -1.6758
N 0.0818 -0.3918 -1.2013
C -0.1213 0.4808 -0.0584
C -1.4988 0.2726 0.5734
S -1.5574 0.3174 2.3831
H 2.1964 -0.2869 -0.8843
H 1.6881 0.4502 -2.3900
H 1.6301 -1.2843 -2.1745
H -0.6228 -0.2170 -1.8983
H 0.6494 0.3827 0.7094
H 0.0682 1.5401 -0.2584
H -2.2497 0.9853 0.2224
H -1.8855 -0.6712 0.1899
H -0.5613 -0.5648 2.5604
O 1.0984 2.6763 1.5826
H 0.6996 2.9224 2.4177
H 0.8049 3.1946 0.8348
O -0.8939 -3.3682 -0.3341
H -0.8524 -2.5307 -0.8075
H -0.1286 -3.5585 0.2088

=====

Run Q
20
Properties=species:S:1:pos:R:3 method="wB97M-V/def2-TZVPD" orbital_gap_ev=8.87 e_lumo_ha=0.0054 homo_energy_ev=-8.72 smiles=CNCCS.O.O
C -2.1802 -0.5106 -0.1803
N -1.1028 -0.6759 -1.1706
C -0.5028 0.5539 -1.6958
C 0.2793 1.3802 -0.6399
S -0.0226 3.2031 -1.0440
H -2.2566 -1.4951 0.3181
H -3.1038 -0.4766 -0.7159
H -2.0136 0.3326 0.5384
H -0.4412 -1.2482 -0.6536
H 0.1706 0.2491 -2.4837
H -1.3053 1.1640 -2.1055
H -0.1946 1.3282 0.3422
H 1.3262 1.1851 -0.8577
H 0.3944 3.6458 0.1492
O 4.0494 -0.2480 0.8314
H 3.5015 -0.9434 1.1863
H 4.0573 0.5561 1.3671
O -0.5073 -2.5137 2.2347
H 0.2309 -2.0555 2.6368
H -0.3787 -3.4310 1.9428

=====

Run R
20
Properties=species:S:1:pos:R:3 method="wB97M-V/def2-TZVPD" orbital_gap_ev=9.56 e_lumo_ha=0.0158 homo_energy_ev=-9.13 smiles=C[C@H](N)CS.O.O
C 0.5105 -1.1718 2.7086
C 0.2349 -0.8899 1.2335
N -1.0848 -1.4698 0.8407
C 1.3579 -1.3262 0.3227
S 1.1290 -0.6885 -1.4160
H 1.4312 -0.6837 3.0613
H -0.2432 -0.6765 3.3203
H 0.6240 -2.2326 2.9289
H 0.1090 0.1972 1.1996
H -0.9150 -2.2171 0.1840
H -1.6291 -0.7456 0.4099
H 1.3750 -2.4151 0.2447
H 2.3393 -0.9876 0.6450
H 1.1279 0.5988 -1.0021
O -0.9561 3.1398 -0.9138
H -0.6346 2.7170 -1.7036
H -1.3764 3.9647 -1.2103
O -0.8519 1.7899 -3.3990
H -1.4149 2.2214 -4.0374
H -1.1326 0.8755 -3.4170

=====

It comes down to run R, which is 0.0255 hartree more stable than the next structure.

=====

Run P
5
Properties=species:S:1:pos:R:3 method="wB97M-V/def2-TZVPD" orbital_gap_ev=9.05 e_lumo_ha=-0.0148 homo_energy_ev=-9.45
O -0.3897 -1.0080 -0.4303
O 1.2519 0.3419 0.8096
P 1.2019 -0.7783 -0.0720
S -1.4453 0.2435 -0.1078
H -0.6188 1.2009 -0.1994

=====

Run Q
5
Properties=species:S:1:pos:R:3 method="wB97M-V/def2-TZVPD" orbital_gap_ev=8.46 e_lumo_ha=-0.0451 homo_energy_ev=-9.69 smiles="O=S(=O)=P"
O 3.2632 0.6554 0.0672
S 2.0075 -0.0329 -0.0672
O 1.9041 -1.4675 0.0366
P 0.4108 1.1750 0.0006
H -0.4265 0.1506 0.4299

=====

Run R
5
Properties=species:S:1:pos:R:3 method="wB97M-V/def2-TZVPD" orbital_gap_ev="6.67 / 6.64" e_lumo_ha="-0.0857 / -0.0864" homo_energy_ev="-9.00 / -8.99" smiles="O=P.O=S"
O -1.7129 -1.3419 0.5254
P -1.2247 -0.5335 -0.5460
H -0.8173 0.9415 -0.1118
O 1.1604 0.2076 0.0151
S 2.5946 0.7264 0.1173

=====

It comes down to run P, which is 0.0758 hartree more stable than the next structure.

=====

Run P
51
Properties=species:S:1:pos:R:3 method="wB97M-V/def2-TZVPD" orbital_gap_ev=9.60 e_lumo_ha=0.0238 homo_energy_ev=-8.95 smiles="Cc1cccc(CCNC(=O)c2cc(S(=O)(=O)N3CCCC3)cn2C)c1"
C 0.9804 3.1683 -0.2229
C 2.2437 2.4199 0.0694
C 3.1713 2.9190 0.9763
C 4.3338 2.2216 1.2513
C 4.5834 1.0081 0.6353
C 3.6684 0.4845 -0.2690
C 3.8870 -0.8734 -0.8785
C 3.5062 -1.9703 0.1326
N 2.1739 -1.7517 0.6395
C 1.1082 -2.5118 0.3091
O 1.2017 -3.5916 -0.2528
C -0.1754 -1.8915 0.6970
C -0.4545 -0.5420 0.8222
C -1.8194 -0.4283 1.1149
S -2.6754 1.1103 1.3319
O -3.7213 0.9284 2.2928
O -1.6789 2.1166 1.5591
N -3.3980 1.4698 -0.1253
C -4.4970 0.6083 -0.5157
C -3.9349 -0.2751 -1.6302
C -2.9989 0.6905 -2.3588
C -2.4811 1.6166 -1.2464
C -2.3325 -1.7055 1.1630
N -1.3407 -2.5804 0.8951
C -1.4859 -4.0123 0.9011
C 2.5100 1.2011 -0.5435
H 1.1428 4.2403 -0.1408
H 0.6190 2.9430 -1.2245
H 0.1986 2.8981 0.4909
H 2.9801 3.8628 1.4649
H 5.0504 2.6260 1.9512
H 5.4928 0.4664 0.8522
H 3.2707 -0.9851 -1.7720
H 4.9330 -1.0054 -1.1582
H 4.2100 -1.9626 0.9707
H 3.5175 -2.9538 -0.3406
H 2.0126 -0.8555 1.0727
H 0.2161 0.2867 0.7177
H -5.3128 1.2327 -0.8947
H -4.8469 0.0667 0.3614
H -3.3685 -1.1054 -1.2067
H -4.7135 -0.6728 -2.2776
H -2.1868 0.1777 -2.8705
H -3.5607 1.2684 -3.0925
H -2.4608 2.6628 -1.5611
H -1.4768 1.3399 -0.9199
H -3.3304 -2.0279 1.3845
H -0.6637 -4.4512 0.3377
H -2.4348 -4.2882 0.4427
H -1.4637 -4.3946 1.9241
H 1.8019 0.8021 -1.2588

=====

Run Q
51
Properties=species:S:1:pos:R:3 method="wB97M-V/def2-TZVPD" orbital_gap_ev=8.36 e_lumo_ha=-0.0111 homo_energy_ev=-8.66 smiles="CCCCCNC(=O)c1ccc2c(=O)n(C[C@@H]3CCCO3)c(=S)[nH]c2c1"
C -0.0334 2.2218 -5.7973
C 1.0319 2.9764 -5.0106
C 2.1302 2.0372 -4.5144
C 3.2959 2.7573 -3.8341
C 2.9081 3.5276 -2.5678
N 2.3030 2.6817 -1.5640
C 3.0151 2.1571 -0.5407
O 4.1799 2.4222 -0.3288
C 2.2409 1.2205 0.3391
C 2.9182 0.1258 0.8819
C 2.2603 -0.7607 1.7052
C 0.9164 -0.5593 2.0172
C 0.2096 -1.4961 2.8966
O 0.7210 -2.4763 3.3878
N -1.1311 -1.1944 3.1519
C -1.8382 -2.1172 4.0241
C -2.1682 -3.4541 3.3295
C -3.0275 -3.2702 2.0609
C -4.1954 -4.2335 2.2802
C -4.2580 -4.2812 3.8049
O -2.9073 -4.2691 4.2211
C -1.7743 -0.0924 2.6628
S -3.3414 0.3039 2.9902
N -1.0684 0.7362 1.8450
C 0.2455 0.5532 1.4972
C 0.9082 1.4392 0.6506
H -0.8116 2.9009 -6.1373
H -0.4946 1.4535 -5.1796
H 0.4051 1.7399 -6.6681
H 0.5575 3.4811 -4.1665
H 1.4772 3.7433 -5.6479
H 2.5270 1.4850 -5.3694
H 1.7002 1.3000 -3.8312
H 3.7435 3.4640 -4.5350
H 4.0571 2.0215 -3.5671
H 3.8076 3.9510 -2.1157
H 2.2154 4.3383 -2.8068
H 1.3855 2.3181 -1.7640
H 3.9622 -0.0024 0.6438
H 2.7588 -1.6179 2.1301
H -1.2017 -2.3311 4.8859
H -2.7606 -1.6410 4.3582
H -1.2292 -3.9776 3.1183
H -2.4661 -3.4919 1.1553
H -3.3984 -2.2473 2.0008
H -5.1222 -3.8838 1.8326
H -3.9560 -5.2223 1.8885
H -4.7161 -5.1865 4.2035
H -4.7915 -3.4032 4.1967
H -1.5716 1.5478 1.5098
H 0.3814 2.3052 0.2762

=====

It comes down to run Q, which is 0.0530 hartree more stable than the next structure.

=====

Run P
8
Properties=species:S:1:pos:R:3 method="wB97M-V/def2-TZVPD" orbital_gap_ev="8.16 / 6.07" e_lumo_ha="-0.0310 / -0.0657" homo_energy_ev="-9.00 / -7.86"
C -0.9800 1.6957 0.2516
C 0.1998 1.5020 -0.0144
C 0.1028 -1.7338 -0.3746
C 1.5401 1.0920 -0.4081
Br 1.7230 -0.7245 -0.3182
H -2.0090 1.7833 0.3826
H -0.6787 -1.0257 0.1524
H 0.1020 -2.5891 0.3287

=====

Run Q
8
Properties=species:S:1:pos:R:3 method="wB97M-V/def2-TZVPD" orbital_gap_ev=7.97 e_lumo_ha=-0.0778 homo_energy_ev=-10.09
C 1.0925 -1.2507 -0.0732
C 1.5452 -2.4162 0.1026
C 0.5271 -0.0839 -0.2873
C -0.5905 0.6131 0.3804
Br -2.2664 -0.2187 -0.1100
H 0.8745 1.0930 -1.4630
H -0.5518 1.6518 -0.0096
H -0.6306 0.6115 1.4601

=====

It comes down to run Q, which is 0.0657 hartree more stable than the next structure.

=====

Run P
21
Properties=species:S:1:pos:R:3 method="wB97M-V/def2-TZVPD" orbital_gap_ev=6.46 e_lumo_ha=-0.0584 homo_energy_ev=-8.05 smiles="C/C=C/O[C@H]1C=CC=CC1=[Se]"
C -3.2954 -1.3131 0.6460
C -2.0395 -0.4974 0.8668
C -1.2736 0.0438 -0.0837
O -0.2049 0.8068 0.2151
C 1.0353 0.5376 -0.5463
C 1.9530 1.6670 -0.1910
C 3.1918 1.3903 0.3237
C 3.6606 0.1443 0.6277
C 2.8571 -0.8855 0.3920
C 1.5739 -0.8461 -0.2033
Se 0.6749 -2.2808 -0.6847
H -3.6192 -1.9511 1.4775
H -3.0291 -2.1032 -0.1505
H -4.1940 -0.7833 0.2861
H -1.7209 -0.3598 1.9424
H -1.4444 -0.2167 -1.0778
H 0.6637 0.5732 -1.7278
H 1.6147 2.6074 -0.6938
H 3.7811 2.2366 0.5168
H 4.6726 0.0922 1.0173
H 3.1277 -1.9502 0.7524

=====

Run Q
21
Properties=species:S:1:pos:R:3 method="wB97M-V/def2-TZVPD" orbital_gap_ev="7.82 / 6.66" e_lumo_ha="0.0140 / 0.0029" homo_energy_ev="-7.44 / -6.58"
C -3.6069 0.2152 0.2858
C -3.1076 1.3064 -0.3772
C -2.7256 -0.7147 0.8687
C -1.7383 1.4918 -0.2536
C -1.3506 -0.6028 0.9547
C -0.8682 0.5841 0.3670
C 1.8744 1.4488 -1.9877
C 3.2127 -0.8946 0.3470
C 1.7788 -0.3915 0.1262
O 1.0315 2.0533 -1.3608
Se 0.8976 1.0515 0.7845
H -4.6052 0.0713 0.3855
H -3.5563 1.9076 -1.1988
H -3.0728 -1.4693 1.5167
H -1.3250 2.2723 -0.8833
H -0.7831 -1.1025 1.7140
H 2.2228 1.8702 -2.9733
H 3.2158 -1.7747 1.1255
H 3.9148 -0.1363 0.8127
H 3.6518 -1.0519 -0.7020
H 1.0404 -1.1086 -0.3205

=====

It comes down to run P, which is 0.0760 hartree more stable than the next structure.

=====

Run P
8
Properties=species:S:1:pos:R:3 method="wB97M-V/def2-TZVPD" orbital_gap_ev=9.70 e_lumo_ha=0.0227 homo_energy_ev=-9.08 smiles="[H]/N=C/PO"
H 0.5175 0.9946 -2.2099
N -0.0662 0.2930 -1.7995
C -0.4888 0.5082 -0.6406
P -1.0406 -0.8186 0.4703
O 0.0530 -0.4533 1.6462
H -0.3040 1.4779 0.1572
H -0.2933 -1.8470 -0.3224
H -0.4230 -0.6165 2.4479

=====

Run Q
8
Properties=species:S:1:pos:R:3 method="wB97M-V/def2-TZVPD" orbital_gap_ev=8.84 e_lumo_ha=-0.0072 homo_energy_ev=-9.03
C 1.3316 -0.1973 0.1254
N -1.3658 0.1702 0.4285
O 2.5044 -0.0054 0.0450
P 0.0355 1.0271 0.0549
H 0.9170 -1.2718 -0.0971
H -2.0103 0.6476 1.1332
H -1.8250 -0.6878 0.0703
H 0.4126 0.3175 -1.7602

=====

It comes down to run P, which is 0.0456 hartree more stable than the next structure.